{
  "formula": "C16H21B4ClF16N2O7",
  "method": "ωB97M-V with the def2-TZVPD basis set",
  "largest_force_ev_per_a": 6.54,
  "gap_ev": 8.1,
  "smiles": "CN(C)B(O)B1OB(CCCCl)OB(OC#N)O1.FC(F)C(F)(F)COC(F)(F)C(F)F.FC(F)C(F)(F)COC(F)(F)C(F)F",
  "energy_ha": -3416.1396,
  "total_charge": 0,
  "symbols": ["C", "N", "C", "B", "O", "B", "O", "B", "C", "C", "C", "Cl", "O", "B", "O", "C", "N", "O", "H", "H", "H", "H", "H", "H", "H", "H", "H", "H", "H", "H", "H", "C", "C", "C", "F", "F", "F", "F", "O", "C", "C", "F", "F", "F", "F", "H", "H", "H", "H", "C", "C", "C", "F", "F", "F", "F", "O", "C", "C", "F", "F", "F", "F", "H", "H", "H", "H"],
  "coordinates": [[1.89497, -1.73537, 0.87172], [2.33544, -1.00470, -0.36021], [3.15799, 0.20649, -0.04780], [1.21125, -0.71885, -1.30600], [0.99050, -1.68656, -2.38075], [0.21378, 0.61050, -1.28862], [-1.18930, 0.45003, -1.69146], [-2.03620, 0.90304, -0.61521], [-3.32508, 0.13464, -0.00896], [-3.61287, -1.31939, -0.63663], [-2.33946, -2.29672, -0.68252], [-2.88349, -4.06942, -0.73194], [-1.72786, 2.22158, -0.02866], [-0.28956, 2.33120, 0.13835], [0.23602, 2.77458, 1.42399], [-0.06522, 1.73408, 2.36018], [-0.45319, 0.77899, 3.00616], [0.63397, 1.97733, -0.92725], [2.62992, -1.59908, 1.75543], [1.83194, -2.86492, 0.63377], [0.83990, -1.39672, 1.18666], [3.31187, 0.77653, -1.03978], [4.18220, -0.11612, 0.38869], [2.63003, 0.91316, 0.68513], [0.73610, -2.51907, -1.90989], [-3.33266, 0.05863, 1.14077], [-4.24804, 0.79135, -0.27465], [-4.10630, -1.21626, -1.66236], [-4.39487, -1.83532, 0.04832], [-1.54024, -2.08919, 0.10852], [-1.82984, -2.11587, -1.70966], [0.96726, 4.90396, -2.73468], [2.47936, 4.64195, -2.92466], [3.39263, 5.84691, -2.69719], [3.13383, 6.86752, -3.53499], [4.68964, 5.50154, -2.91057], [2.68061, 4.09485, -4.14834], [2.83411, 3.67614, -2.02517], [0.20424, 5.16393, -3.92261], [0.20597, 6.49015, -4.41384], [0.88572, 6.61558, -5.78392], [2.15979, 6.16898, -5.75696], [0.93456, 7.91174, -6.17952], [0.73375, 7.31176, -3.48503], [-1.09519, 6.84631, -4.52678], [0.54233, 3.97342, -2.34674], [0.76766, 5.64170, -1.95210], [3.31213, 6.21166, -1.67010], [0.34399, 6.04190, -6.53862], [-2.33951, -5.64759, 4.41096], [-1.98919, -6.00866, 2.95125], [-0.67349, -6.76096, 2.74961], [0.39872, -6.06699, 3.17438], [-0.46784, -7.00404, 1.42849], [-2.03075, -4.88278, 2.20048], [-2.99867, -6.80479, 2.48742], [-2.01622, -4.31996, 4.85334], [-0.69277, -4.08886, 5.29507], [0.07315, -3.11257, 4.39097], [0.11918, -3.54129, 3.11010], [1.35811, -2.98090, 4.80471], [-0.06062, -5.26840, 5.45477], [-0.80205, -3.55660, 6.53476], [-3.43102, -5.68663, 4.47719], [-1.99395, -6.40576, 5.11932], [-0.68980, -7.72472, 3.26463], [-0.39742, -2.12705, 4.39907]],
  "atomic_forces_ev_per_a": [[-0.3, -1.0, 0.1], [-0.8, 0.9, 0.7], [0.1, 0.4, -0.2], [2.2, -2.6, -1.5], [-1.0, 0.8, 2.9], [-1.6, 2.6, -1.8], [1.0, 0.5, 3.4], [-0.3, 1.1, -0.4], [-0.7, -0.4, -0.6], [-0.5, -0.6, 1.1], [0.1, 1.2, -1.9], [0.5, 1.4, 0.2], [3.1, -2.1, 0.0], [-1.0, 0.2, -1.5], [-1.1, -3.7, 1.9], [-1.6, -1.8, 0.1], [2.3, 5.1, -3.3], [-2.6, -1.6, 2.6], [-1.2, -0.1, -1.6], [0.1, 1.7, 0.5], [1.5, -0.5, 0.0], [0.0, -0.8, 1.7], [-1.7, 0.6, -0.8], [0.8, -0.8, -0.8], [0.7, 0.4, -0.9], [0.3, 0.3, -1.7], [1.5, -0.9, 0.5], [1.0, -0.3, 1.3], [1.2, 0.9, -1.2], [-1.4, -0.6, -0.7], [-0.7, -0.4, 1.8], [-0.7, -0.4, 0.2], [-0.6, -0.5, -0.7], [0.9, 0.2, 0.2], [0.0, -0.1, 0.1], [-0.2, -0.3, 0.1], [0.1, 0.3, 0.2], [0.1, 0.5, 0.2], [0.9, 1.2, -0.3], [-0.6, -0.9, 1.5], [0.3, 0.0, -0.7], [-0.3, -0.1, 0.1], [-0.3, -0.1, 0.3], [-0.1, 0.3, -0.5], [0.3, 0.0, -0.5], [0.2, 0.0, -0.3], [0.3, 0.1, -0.2], [-0.1, -0.1, 0.1], [-0.2, 0.0, 0.2], [-0.7, 0.1, 0.5], [-0.4, 1.0, 0.1], [0.4, -0.6, -0.6], [-0.1, 0.0, 0.0], [-0.3, 0.1, 0.1], [0.3, -0.2, 0.1], [0.4, -0.3, 0.2], [1.4, -0.2, -0.4], [-1.5, -1.0, 0.5], [0.3, 0.6, -0.4], [-0.2, 0.0, 0.2], [-0.2, -0.2, 0.3], [0.3, 0.4, 0.1], [0.2, 0.3, -0.4], [0.2, 0.2, -0.2], [0.2, 0.1, -0.2], [-0.2, 0.0, 0.1], [-0.1, -0.1, 0.2]]
}


{
  "formula": "C24H18N3O7S4SbW",
  "method": "ωB97M-V with the def2-TZVPD basis set",
  "largest_force_ev_per_a": 1.47,
  "gap_ev": [6.7, 6.8],
  "multiplicity": 2,
  "e_above_lowest_kcal_mol": 0.0,
  "energy_ha": -3516.5020,
  "total_charge": -1,
  "symbols": ["W", "S", "Sb", "S", "S", "O", "C", "O", "C", "C", "C", "C", "C", "C", "O", "N", "O", "O", "N", "O", "O", "H", "H", "C", "C", "C", "C", "C", "C", "C", "C", "S", "C", "N", "C", "C", "C", "C", "C", "C", "C", "C", "H", "H", "H", "H", "H", "H", "H", "H", "H", "H", "H", "H", "H", "H", "H", "H"],
  "coordinates": [[-0.57130, -0.68906, 0.91685], [-4.84995, -0.57921, -1.09007], [-3.53048, -1.47399, 0.49058], [-0.88816, -1.67601, -1.02787], [-2.46635, 0.48870, 1.52307], [-1.15895, -4.17279, 2.24643], [-0.44557, -3.21426, 2.37304], [-0.92561, -1.95736, 2.36117], [1.01444, -3.27869, 2.68255], [1.50330, -4.16792, 3.59925], [2.86077, -4.12240, 3.91663], [3.70551, -3.20750, 3.32300], [3.21355, -2.32685, 2.37886], [1.84820, -2.34929, 1.97896], [1.35079, -1.63779, 1.04547], [4.17161, -1.35861, 1.82676], [3.77951, -0.54115, 1.02569], [5.32883, -1.43498, 2.21213], [3.39924, -5.04641, 4.90627], [2.64099, -5.87718, 5.37613], [4.59848, -5.02280, 5.12191], [0.84784, -4.88390, 4.07390], [4.74948, -3.17024, 3.59134], [-2.32677, 1.66438, -5.88832], [-2.81820, 1.44675, -4.45070], [-4.16703, 2.15248, -4.25423], [-3.01691, -0.05706, -4.24754], [-1.81117, 2.02599, -3.45558], [-1.25581, 3.29770, -3.67816], [-0.36440, 3.86191, -2.79180], [-0.00675, 3.13273, -1.66488], [1.07516, 3.59647, -0.39196], [0.75740, 2.09672, 0.39393], [-0.04271, 1.27958, -0.23863], [-0.53055, 1.86314, -1.41820], [-1.46021, 1.33090, -2.30995], [1.25434, 1.74318, 1.71324], [2.19521, 2.49793, 2.40956], [2.57430, 2.09462, 3.67481], [1.99216, 0.95547, 4.22787], [1.06506, 0.21288, 3.51235], [0.68188, 0.57686, 2.21626], [-3.03848, 1.21778, -6.58613], [-1.35551, 1.18938, -6.04043], [-2.23548, 2.72008, -6.14579], [-4.90583, 1.76037, -4.95737], [-4.07414, 3.22858, -4.42001], [-4.53515, 1.98943, -3.23962], [-3.69791, -0.43427, -5.01320], [-3.45502, -0.28412, -3.27611], [-2.07025, -0.59456, -4.33661], [-1.54841, 3.86913, -4.54908], [0.03663, 4.85316, -2.95884], [-1.94323, 0.39714, -2.07896], [2.63155, 3.38222, 1.95849], [3.31494, 2.65569, 4.22946], [2.27070, 0.64398, 5.22782], [0.63442, -0.66689, 3.97627]],
  "atomic_forces_ev_per_a": [[1.3, 0.7, -0.2], [0.1, 0.0, 0.2], [-0.4, -0.1, -0.2], [-0.3, 0.1, 0.3], [-0.3, 0.1, 0.0], [0.1, 0.0, 0.1], [0.0, -0.1, 0.4], [-0.1, -0.5, -0.2], [0.0, 0.2, -0.3], [0.0, 0.0, 0.0], [0.0, 0.2, 0.1], [0.0, 0.0, 0.1], [0.1, 0.0, -0.1], [-0.1, -0.2, 0.2], [-0.1, 0.2, -0.2], [-0.1, -0.2, 0.0], [-0.1, 0.1, 0.0], [0.1, 0.0, 0.0], [0.2, -0.6, -0.8], [-0.1, 0.2, 0.3], [0.0, 0.2, 0.3], [0.0, 0.0, 0.0], [0.0, 0.0, 0.0], [0.0, 0.0, 0.0], [0.0, 0.0, 0.0], [0.0, 0.0, 0.0], [0.1, 0.0, 0.0], [0.0, 0.0, 0.0], [0.0, 0.0, 0.0], [0.0, 0.0, 0.0], [0.1, 0.0, 0.0], [-0.1, 0.0, 0.0], [0.1, -0.1, 0.1], [-0.1, -0.2, 0.1], [0.1, 0.0, 0.0], [-0.2, 0.0, 0.0], [-0.1, -0.1, -0.3], [0.0, 0.0, 0.0], [0.0, 0.0, 0.0], [0.0, 0.1, 0.0], [0.0, 0.0, 0.0], [0.0, 0.1, 0.3], [0.0, 0.0, 0.0], [0.0, 0.0, 0.0], [0.0, 0.0, 0.0], [0.0, 0.0, 0.0], [0.0, 0.0, 0.0], [0.0, 0.0, 0.0], [0.0, 0.0, 0.0], [0.0, 0.0, -0.1], [0.0, 0.0, 0.0], [0.0, 0.0, 0.0], [0.0, 0.0, 0.0], [0.1, -0.1, 0.0], [0.0, 0.0, 0.0], [0.0, 0.0, 0.0], [0.0, 0.0, 0.0], [0.0, 0.0, 0.0]]
}


{
  "formula": "C5H14N2O",
  "method": "ωB97M-V with the def2-TZVPD basis set",
  "largest_force_ev_per_a": 4.44,
  "gap_ev": [7.6, 9.4],
  "e_above_lowest_kcal_mol": 134.8,
  "energy_ha": -382.8241,
  "total_charge": 2,
  "symbols": ["C", "C", "C", "C", "C", "N", "N", "O", "H", "H", "H", "H", "H", "H", "H", "H", "H", "H", "H", "H", "H", "H"],
  "coordinates": [[-1.48918, 1.08568, -0.27452], [-0.97161, -0.02661, 0.59182], [-1.99881, -0.39859, -0.31223], [2.18305, 1.26821, -0.40849], [1.93308, -0.19679, -0.17520], [-3.43755, -0.88000, -0.04812], [2.36886, -0.60331, 1.20347], [1.79208, -1.14569, -1.06413], [-2.10006, 1.91116, -0.01938], [-0.77080, 1.33445, -1.24013], [-0.60396, -0.12772, 1.65758], [-1.78863, -0.97511, -1.20816], [1.48349, 1.68485, -1.21056], [1.97631, 1.77944, 0.45001], [3.23768, 1.32276, -0.58036], [-3.87332, -0.79804, 0.95889], [-3.75435, -1.91711, -0.23304], [-4.12462, -0.26739, -0.67312], [3.38131, -0.72920, 1.30894], [2.08573, 0.22028, 1.76093], [2.04323, -1.57386, 1.35522], [2.42808, -0.96742, -1.83944]],
  "atomic_forces_ev_per_a": [[2.4, -2.2, -2.6], [0.8, 1.4, 2.0], [-0.7, -0.7, -1.5], [-1.1, -2.2, -2.8], [-1.3, 1.7, 1.1], [-4.2, 0.3, 1.3], [0.4, -0.6, -1.4], [1.9, -0.1, -1.7], [-0.5, 0.6, 0.8], [-2.1, -0.6, 2.3], [-1.0, 0.0, -1.6], [0.6, 0.2, -0.1], [1.5, -0.6, 0.8], [-0.6, 1.6, 2.4], [0.8, 0.9, -0.8], [1.4, 0.4, -1.9], [1.6, 2.1, -0.2], [1.7, -1.6, 1.5], [0.4, 0.4, -0.1], [-0.1, -1.3, 0.7], [-0.7, 0.8, 0.8], [-1.3, -0.6, 1.0]]
}